Here is 3 unconnected molecules or ions with the total composition C4H11O4 from OMol25. Energies are from ωB97M-V/def2-TZVPD.

XYZ file:
```
19
Properties=species:S:1:pos:R:3:forces:R:3:lowdin_charge:R:1
O -2.9830 -1.0599 -2.1042 -1.07 0.13 0.58 0.017
C -2.4062 -0.7841 -1.0808 3.18 -0.65 -1.28 -0.280
C -0.9329 -0.3694 -1.0948 -0.36 2.42 -1.09 -0.155
C -0.7900 0.8790 -0.1446 -3.92 0.24 -0.97 -0.249
C 0.6256 1.2091 0.1246 1.59 -0.50 2.26 -0.420
O 1.1349 0.3014 1.0791 -0.29 -0.43 -0.69 -0.370
H -2.7460 -0.8847 -0.0498 -1.05 -0.04 0.26 0.111
H -0.5801 -0.0712 -2.1807 -0.96 -0.55 2.00 0.149
H -0.2135 -1.0920 -0.7742 0.02 -0.97 0.47 0.071
H -1.4705 1.6535 -0.5954 1.29 0.26 -0.73 0.099
H -1.5361 0.8622 0.7368 1.94 -1.01 -0.21 0.121
H 1.2537 1.0537 -0.7668 -0.38 0.66 -0.46 0.097
H 0.7406 2.2518 0.5353 -0.13 -0.40 -0.62 0.102
H 2.7667 -2.4308 -0.2676 3.82 -1.95 1.62 -0.060
H 1.7322 -1.3493 0.1786 0.41 -0.01 -0.30 0.024
O 2.0247 -2.0091 -0.5188 -4.35 2.49 -1.09 -0.070
H 2.6728 1.6490 2.4023 1.86 0.05 -1.20 -0.026
H 1.3879 1.0992 2.5030 -1.00 -0.96 -0.99 -0.048
O 1.9501 1.7239 2.9752 -0.61 1.22 2.45 -0.113
```
Positions in Å, forces in eV/Å.

Results
E	-459.9494	hartree
HOMO	-3.86	eV
frontier orbital gap	7.6	eV
net charge	-1